{"formula": "C39H44ClN6O4PSr", "method": "wB97M-V/def2-TZVPD", "species": ["Sr", "N", "C", "C", "C", "N", "C", "C", "N", "C", "H", "H", "H", "H", "H", "H", "H", "H", "H", "H", "H", "H", "H", "H", "H", "H", "C", "C", "C", "C", "C", "C", "C", "P", "C", "C", "C", "C", "C", "C", "C", "C", "C", "C", "C", "C", "C", "C", "H", "H", "H", "H", "H", "H", "H", "H", "H", "H", "H", "H", "H", "H", "H", "H", "H", "H", "H", "H", "O", "N", "C", "C", "N", "C", "N", "C", "C", "C", "C", "Cl", "C", "C", "C", "O", "C", "C", "O", "O", "H", "H", "H", "H", "H", "H", "H", "H"], "xyz": [[-0.8503, -0.0625, 0.5160], [5.5529, -3.3479, 0.9495], [4.5602, -2.2283, 1.0757], [4.3533, -1.8627, 2.5334], [3.2548, -0.7643, 2.6655], [1.9034, -1.2153, 2.4741], [3.5697, 0.4059, 1.7239], [3.8940, -0.0068, 0.2871], [2.7763, -0.6754, -0.3396], [5.0496, -1.0233, 0.2880], [5.2121, -4.2227, 1.4518], [6.4489, -3.0544, 1.3494], [5.6908, -3.5752, -0.0389], [3.6107, -2.5592, 0.6433], [5.2817, -1.4712, 2.9560], [4.0525, -2.7399, 3.1091], [3.3185, -0.3809, 3.6920], [1.6266, -1.8781, 3.1868], [1.7575, -1.6509, 1.5697], [4.4140, 0.9728, 2.1198], [2.7004, 1.0645, 1.7168], [4.2177, 0.9070, -0.2461], [2.9275, -0.7791, -1.3365], [1.9151, -0.1529, -0.2195], [5.9421, -0.5872, 0.7400], [5.2784, -1.3057, -0.7424], [2.7903, 3.5392, -4.3601], [3.2306, 3.7974, -2.9492], [4.3617, 4.5822, -2.7551], [4.8206, 4.9062, -1.4923], [4.1369, 4.4494, -0.3789], [3.0273, 3.6452, -0.5544], [2.5674, 3.2948, -1.8233], [1.1116, 2.1532, -1.7876], [1.5699, 1.0560, -3.2050], [2.9124, 0.6599, -3.1879], [3.4091, -0.2828, -4.0649], [2.5499, -0.8880, -4.9663], [1.2219, -0.5154, -4.9888], [0.7114, 0.4556, -4.1314], [-0.7381, 0.8010, -4.2393], [-0.2238, 3.3604, -2.0842], [0.0443, 4.6349, -2.5888], [-0.8810, 5.6539, -2.4943], [-2.0823, 5.4309, -1.8302], [-2.3688, 4.1811, -1.3385], [-1.4808, 3.0949, -1.4781], [-1.8948, 1.7831, -1.0581], [2.8722, 4.4558, -4.9438], [1.7648, 3.1816, -4.4022], [3.4294, 2.7874, -4.8261], [4.8865, 4.9552, -3.6235], [5.7003, 5.5228, -1.3819], [4.4736, 4.7107, 0.6136], [2.4887, 3.2732, 0.3094], [3.5919, 1.1290, -2.4883], [4.4600, -0.5389, -4.0551], [2.9151, -1.6379, -5.6531], [0.5564, -0.9883, -5.6983], [-1.0803, 0.7059, -5.2697], [-0.9315, 1.8173, -3.9046], [-1.3188, 0.1083, -3.6260], [0.9866, 4.8473, -3.0670], [-0.6650, 6.6246, -2.9166], [-2.7916, 6.2395, -1.7130], [-3.3189, 4.0012, -0.8548], [-1.6705, 1.0270, -1.7967], [-2.9543, 1.7563, -0.8254], [-1.7625, -0.8784, 2.4022], [-2.9348, -1.0622, 2.8962], [-4.0066, -0.9136, 2.1645], [-4.0813, -0.5953, 0.7867], [-4.1713, -0.3769, -0.3387], [-5.2719, -1.0942, 2.7639], [-6.3273, -1.2200, 3.2009], [-0.2980, -4.2915, 3.4830], [0.6348, -4.7735, 2.4156], [1.9609, -5.0219, 2.7343], [2.8258, -5.5492, 1.7945], [4.4897, -5.8675, 2.2708], [2.4110, -5.8770, 0.5200], [1.0959, -5.6216, 0.1896], [0.2055, -5.0442, 1.1008], [-1.0739, -4.9212, 0.6794], [-1.6786, -3.6412, 0.7167], [-0.7913, -2.5751, 0.0430], [-1.3531, -1.7734, -0.7166], [0.4093, -2.5594, 0.3459], [0.1155, -4.4950, 4.4700], [-1.2588, -4.7976, 3.3993], [-0.4743, -3.2171, 3.4052], [2.3161, -4.8271, 3.7355], [3.0941, -6.3111, -0.1944], [0.7285, -5.8569, -0.7960], [-1.8735, -3.2970, 1.7361], [-2.6263, -3.7353, 0.1884]], "mulliken_charge": [1.665, 0.193, 0.201, -1.201, 0.093, -0.006, -1.596, 1.055, 0.351, -1.652, 0.000, 0.445, 0.470, 0.098, 0.505, 0.386, 0.632, 0.226, -0.334, 0.543, 0.233, 0.188, 0.024, -0.923, 0.366, 0.645, -2.043, 1.585, -0.947, -0.761, -0.706, -1.103, 0.408, 1.532, 1.005, -1.833, -0.439, -0.958, -0.524, 1.129, -2.005, 0.643, -0.549, -0.966, -0.560, -1.063, 0.531, -1.771, 0.567, 0.233, 0.502, 0.470, 0.411, 0.459, 0.404, 0.571, 0.482, 0.410, 0.461, 0.545, 0.281, 0.209, 0.195, 0.428, 0.392, 0.425, 0.954, 0.448, -0.345, -0.687, 0.713, 0.293, -0.361, -0.062, -0.459, -1.766, 1.025, -0.311, 0.269, -0.297, -0.730, -0.372, 0.119, -0.600, -0.225, 0.327, -0.867, -0.429, 0.447, 0.441, 0.201, 0.421, 0.458, 0.481, -0.096, 0.352], "total_energy_ha": -2974.2242, "lumo_energy_ev": -1.0, "multiplicity": 1, "homo_lumo_gap_ev": 4.88}